Model P:
Computed, not measured: C11H14O as an isolated structure, with wB97M-V/def2-TZVPD.

Element x y z (Å)
C: -2.6995 0.2373 1.2658
H: -1.7270 1.2311 3.0580
H: 2.0629 -0.2276 0.7708
H: -0.2190 -0.7753 2.1014
H: -2.7391 1.1201 -0.6935
H: 5.1035 0.0341 -0.9519
H: 3.9211 -1.6169 -0.0495
C: 1.3158 -0.2944 -0.0740
C: 1.6410 -0.7065 -1.3980
C: -1.6219 0.8771 1.9958
H: 3.1143 0.3006 0.0816
H: 0.4404 0.7897 2.4084
C: -0.1133 0.1134 0.2492
C: -0.6161 -0.2188 -1.9930
H: -3.1200 -0.3561 -0.7944
H: -2.7222 -0.8764 1.5794
H: -1.4186 -0.1281 -2.6957
C: 0.6256 -0.5842 -2.4030
C: -1.0002 -0.0948 -0.6858
C: -0.3458 0.3781 1.7433
C: 3.8065 -0.5720 -0.7116
C: -2.3588 0.2759 -0.3597
O: 2.8492 -1.0097 -1.8460
H: -1.6876 1.9965 1.5317
H: -3.6509 0.5755 1.4297
H: 1.1598 -0.4687 -3.5591

Calculated values
net charge = 0
HOMO level = -8.36 eV

These are the Mulliken partial charges, in e, on atoms 1 to 2: -0.99, 0.36



Model Q:
Computed, not measured: a single C11H14O molecule, with wB97M-V/def2-TZVPD.

Element x y z (Å)
H: 0.3312 -2.2561 0.2657
C: 2.7835 -0.7612 3.2863
O: 1.5339 -0.9718 2.6962
C: -2.5000 1.4360 -1.4169
H: -0.2110 -1.0885 -2.0058
C: 2.3137 -0.3561 0.4743
C: -0.6723 -0.3494 -0.0065
H: 2.0964 -0.2315 -0.4876
H: -0.5792 -1.6758 1.6269
H: 3.4821 -1.5449 2.9820
C: -2.3631 1.4448 0.0374
H: -1.9543 0.0345 -4.2316
H: -3.1387 2.1655 -1.9353
C: -1.4274 0.6216 0.6360
H: 2.6744 -0.8356 4.3829
H: 3.2300 0.0303 0.7780
C: -1.6567 0.6143 -2.1494
C: -1.4457 0.8117 -3.5900
H: -1.2964 0.6940 1.6932
H: 3.2308 0.1549 3.1879
C: 1.3611 -0.8334 1.3745
H: -0.3213 0.6467 -3.8296
C: -0.7307 -0.3039 -1.4197
H: -1.7796 1.7783 -3.9047
H: -3.0356 2.1163 0.6988
C: 0.0748 -1.3406 0.8570

Calculated values
net charge = 0
HOMO level = -8.35 eV

These are the Mulliken partial charges, in e, on atoms 1 to 2: 0.30, -0.94



Bottom line: model Q, by a margin of 475.7 kJ/mol.



Model P:
Computed, not measured: a 2-piece molecular cluster, H3PS overall, with wB97M-V/def2-TZVPD.

Element x y z (Å)
S: 1.0516 -0.1742 -0.5377
H: 0.4953 -0.8664 -2.3240
H: -0.7024 -0.6059 1.3869
P: -0.7218 0.3313 0.3409
H: -0.1228 1.3153 1.1338

Calculated values
net charge = 0
HOMO level = -9.32 eV

These are the Mulliken partial charges, in e, on atoms 1 to 2: -0.24, 0.12



Model Q:
Computed, not measured: a 2-piece molecular cluster, H3PS overall, with wB97M-V/def2-TZVPD.

Element x y z (Å)
S: -2.1768 -0.2322 -0.4214
H: 2.2820 -0.8638 0.7840
H: 1.3321 0.6770 0.8642
P: 1.6303 -0.1381 -0.1684
H: -3.0676 0.5570 -1.0585

Calculated values
net charge = 0
HOMO level (spin up / spin down) = -10.12 / -9.01 eV

These are the Mulliken partial charges, in e, on atoms 1 to 2: -0.17, 0.03



Bottom line: model P, by a margin of 86.1 kJ/mol.



Model P:
Computed, not measured: a 10-piece molecular cluster, C8H36O14 overall, with wB97M-V/def2-TZVPD.

Element x y z (Å)
H: 2.9598 3.3760 2.4809
H: -3.9266 -0.6127 -1.1738
H: -1.4784 -4.6749 2.3466
H: 2.8813 -5.1286 -0.1028
H: 0.4551 -0.8869 -1.0229
C: -2.2785 -3.5184 0.7169
O: -2.8960 3.7826 -1.0254
H: 0.9951 -2.0279 1.6249
H: -4.8606 0.5235 -0.9063
H: 2.7366 0.9747 -2.7192
H: -0.7741 1.7598 1.3547
H: -0.7688 1.9370 -0.4346
O: 2.8642 1.3855 -1.8656
C: 2.7840 3.4909 -3.1158
H: 2.9356 3.1359 -0.9553
H: 1.6525 -4.4456 1.4606
O: 1.9773 -1.4429 0.0106
H: -1.0614 -1.9517 2.9448
H: 1.3440 2.9076 -1.7091
H: 1.8430 2.5551 1.7478
O: -0.4300 -0.0609 3.7882
O: 2.9366 -4.1870 -0.0659
O: 2.0146 2.9368 -4.1356
H: -1.9628 3.9248 -0.8231
O: -0.7422 -2.7442 2.4985
O: -0.2755 5.1671 0.0341
H: -3.3519 4.6200 -0.8731
H: -0.3107 -0.6248 1.0359
H: 0.2744 5.3731 -0.7308
O: -3.2980 -4.5024 0.4038
H: -2.7543 -2.5764 0.4985
O: -4.4591 -0.2227 -0.4501
C: -0.8164 -0.0400 0.2804
C: -0.4229 1.3709 0.4280
H: 2.8363 -1.5138 -0.4484
H: -2.0643 -1.0900 -2.3709
C: 2.4297 2.7661 -1.8798
H: 3.8514 3.3586 -3.3087
O: 2.1304 2.8942 2.6232
H: 1.9806 3.4996 -4.9169
H: -3.3515 -1.8507 -2.8351
H: 2.5983 4.5601 -2.9512
O: -0.4212 -0.4815 -1.0810
H: 2.7464 -2.1967 1.8049
H: 1.3678 0.9815 -0.3016
H: -0.3576 0.8049 3.4005
H: 0.3499 -0.1904 4.3563
H: -1.3856 -3.6302 0.0631
C: 1.9104 -2.3754 1.1382
H: -2.9309 -5.3776 0.5981
C: 1.7391 -3.7650 0.6482
H: 0.8641 -3.7934 -0.0032
O: -2.9971 -0.9890 -2.6448
H: -1.8830 -0.2350 0.3286
H: 0.3454 4.8904 0.7291
O: 1.0136 1.3759 0.4992
C: -1.8520 -3.6524 2.1652
H: -2.7060 -3.5636 2.8412

Calculated values
net charge = 0
HOMO level = -10.00 eV

These are the Mulliken partial charges, in e, on atoms 1 to 2: 0.30, 0.38



Model Q:
Computed, not measured: a 10-piece molecular cluster, C8H36O14 overall, with wB97M-V/def2-TZVPD.

Element x y z (Å)
H: 3.1004 0.3465 2.0249
O: 2.9864 -0.7685 -0.2761
O: 0.0064 -2.3315 3.7809
H: -2.4996 -1.0055 2.7279
H: -0.1416 -0.8045 -0.3171
O: -1.9176 -1.0575 -1.5271
C: -0.4676 -0.9355 -1.3531
H: -0.8446 3.5955 -2.0501
H: -3.3356 -0.7285 1.5149
H: -3.0806 4.4075 0.1719
H: -0.1586 -0.1035 -1.9341
O: -0.4746 2.7375 -2.2621
H: 1.5304 0.5045 1.4959
O: -0.7396 0.7925 2.3999
O: -4.2996 0.7695 0.0969
H: -1.2526 0.0985 2.0149
O: -2.7706 3.9235 0.9039
H: -3.7646 2.3765 -0.8821
H: 4.2144 -2.1885 2.5389
H: 3.8674 1.1715 -0.4081
H: 5.1584 -0.4935 -2.6631
H: -1.0996 2.1715 -2.7271
C: 0.8704 -2.4175 2.6219
H: -2.4786 1.4235 -0.1121
O: -2.4866 -1.0715 1.7549
H: 1.8064 -1.7195 -1.5001
O: -2.2756 1.0775 -3.3011
H: -3.2036 2.3585 2.1359
H: 2.0324 1.0645 -0.6381
O: 1.1344 0.0785 -4.4811
C: -0.0746 -2.2745 -1.9391
H: 3.2164 -1.1915 0.5529
H: 2.5824 -2.7955 3.9979
H: -4.6396 3.1535 1.5119
H: -0.5246 1.4745 1.7109
O: 1.3194 -2.1815 -2.1961
C: -3.4726 1.8645 0.0049
H: -0.4066 -2.4665 -2.9321
H: 0.9084 -3.4435 2.2759
C: 2.2784 -2.0555 3.1679
C: 2.8854 0.6295 -0.1561
H: 0.8884 0.1965 -5.4211
H: -0.3806 -3.0785 -1.2661
H: 1.7724 2.6265 1.3049
H: -0.8576 -2.5925 3.4989
H: 0.4214 -1.7445 1.9039
H: -2.0236 0.3335 -2.7351
O: 2.5304 2.2605 1.6819
C: 2.5164 0.9015 1.3239
H: 1.0044 -0.8935 -4.3721
O: 5.0784 -1.3925 -2.4631
H: -5.1736 0.9855 -0.1801
H: 2.3834 -1.0125 3.5349
H: 4.1754 -1.5225 -2.2231
C: -3.5866 2.8585 1.2329
H: -3.1666 1.2435 -3.0351
H: -2.3766 -0.9865 -0.6751
O: 3.3064 -2.1705 2.1419

Calculated values
net charge = 0
HOMO level = -9.96 eV

These are the Mulliken partial charges, in e, on atoms 1 to 2: 0.41, -0.36



Bottom line: model P, by a margin of 137.0 kJ/mol.



Model P:
Computed, not measured: an isolated ion of composition C8H14N and charge +1, with wB97M-V/def2-TZVPD.

Element x y z (Å)
H: -0.2516 -1.6091 0.2479
C: 0.5114 -1.0625 -0.3053
H: 2.5814 1.0996 1.5392
H: -0.6439 1.1796 1.1444
C: -3.5997 1.3950 -0.8405
H: -4.2296 1.2765 0.1038
C: 2.1467 0.7265 0.5484
C: -2.3282 0.7704 -0.8478
H: -0.8780 -0.4504 2.0430
C: 1.3645 -2.1144 -1.0582
H: 3.0294 0.3398 0.1042
C: -0.0835 0.3076 1.7096
C: -1.1927 0.3543 -1.0902
H: 1.7529 -2.7885 -0.2985
H: 1.8473 1.6709 0.1035
H: -4.3973 0.7927 -1.4436
N: 0.0887 0.0300 -1.1744
H: 0.6400 0.8392 -1.3785
C: 0.9532 -0.1109 0.7610
H: 0.7983 -2.5199 -1.7789
H: 2.3259 -1.6660 -1.4838
H: 0.5453 0.6311 2.6617
H: -3.6547 2.4813 -0.9978

Calculated values
net charge = +1
HOMO level (spin up / spin down) = -12.69 / -12.69 eV

These are the Mulliken partial charges, in e, on atoms 1 to 2: 0.40, 0.52



Model Q:
Computed, not measured: an isolated ion of composition C8H14N and charge +1, with wB97M-V/def2-TZVPD.

Element x y z (Å)
H: -2.0551 -1.3079 1.4612
C: 0.9062 -0.6594 -0.1783
C: 1.9943 -1.7152 -0.3310
H: -0.7925 -2.0218 -0.5669
C: -0.4557 1.2722 -0.0322
N: -1.2871 -0.7572 1.0930
C: -0.5856 -1.0461 -0.2464
H: -0.5100 1.9373 -0.9351
C: -1.3591 0.0949 -0.1340
C: 0.9446 0.6732 -0.0052
H: -3.2542 -0.5896 -0.9387
H: 2.5093 1.2176 1.2311
H: -0.8815 -0.2726 1.8233
H: 1.6258 -2.7842 -0.4275
H: -3.2807 0.9207 0.0184
H: 2.0415 2.5735 0.2243
H: 2.6072 -1.4267 -1.1327
H: 2.9467 1.2048 -0.4324
H: 2.6652 -1.7635 0.5222
H: -0.6911 1.7732 0.9759
C: -2.7543 0.3269 -0.6786
H: -2.5816 0.8806 -1.5665
C: 2.2475 1.4692 0.2559

Calculated values
net charge = +1
HOMO level = -13.29 eV

These are the Mulliken partial charges, in e, on atoms 1 to 2: 0.30, 0.39



Bottom line: model Q, by a margin of 333.3 kJ/mol.



Model P:
Computed, not measured: a 2-piece molecular cluster, C2H8NO2 overall, with wB97M-V/def2-TZVPD.

Element x y z (Å)
H: -1.5879 0.3203 0.6002
N: 0.0843 -0.9674 0.0972
H: -0.5179 2.0618 -1.4271
H: -1.8894 -1.5297 0.8784
O: -0.0100 1.1776 -1.5664
H: -0.8619 -0.6607 1.8984
H: -0.0370 -1.8227 -0.4423
C: -1.1362 -0.6870 0.8618
H: 0.5969 1.3484 -2.2930
O: 1.4885 0.6691 0.7856
H: 0.8461 0.8514 1.3966
C: 1.1929 -0.2813 0.0282
H: 1.8315 -0.4797 -0.8176

Calculated values
net charge = +1
HOMO level = -16.12 eV

These are the Mulliken partial charges, in e, on atoms 1 to 2: 0.30, -0.08



Model Q:
Computed, not measured: a 2-piece molecular cluster, C2H8NO2 overall, with wB97M-V/def2-TZVPD.

Element x y z (Å)
C: -0.4080 1.6234 0.8888
H: -0.5134 -1.5313 -1.1780
H: 2.3656 -2.2221 -1.3096
H: 0.2794 2.4148 1.2167
H: 0.4690 -1.2434 -2.4086
H: 1.0473 -3.3179 -1.1697
H: -1.6077 1.9522 2.3667
O: -1.4567 1.3593 1.6152
O: -0.1683 0.9758 -0.1057
N: 0.4629 -1.3019 -1.3887
H: 0.5546 -0.3506 -1.0104
H: 1.4808 -2.2466 0.1958
C: 1.3836 -2.3300 -0.8794

Calculated values
net charge = +1
HOMO level = -15.25 eV

These are the Mulliken partial charges, in e, on atoms 1 to 2: 0.24, 0.37



Bottom line: model Q, by a margin of 114.9 kJ/mol.



Model P:
Computed, not measured: CH6Na6O6 as an isolated structure, with wB97M-V/def2-TZVPD.

Element x y z (Å)
Na: -0.9130 -1.0596 -3.6325
H: -1.8131 2.6979 -3.4100
H: -0.7783 -0.8882 2.0279
H: 0.5985 0.9679 3.6840
Na: -0.1299 2.2810 0.7863
Na: 1.6025 -3.1320 -2.1103
C: 0.2078 -0.2406 -0.7268
O: -1.5456 -1.1781 2.5304
Na: -0.6430 -2.8850 0.8462
H: -1.0840 2.0820 -2.1884
Na: 2.2269 0.3740 -2.6581
Na: 2.4134 -1.6507 0.7379
O: -1.7597 2.7063 -2.4493
O: 0.2850 0.8451 -1.3905
H: -1.7271 -0.5222 3.2133
O: 0.0887 -1.3958 -1.3507
O: 1.4151 0.8016 3.1985
O: 0.3903 -0.2238 0.5373
H: 1.1655 0.4203 2.3549

Calculated values
net charge = +4
HOMO level = -21.97 eV

These are the Mulliken partial charges, in e, on atoms 1 to 2: 0.96, 0.33



Model Q:
Computed, not measured: CH6Na6O6 as an isolated structure, with wB97M-V/def2-TZVPD.

Element x y z (Å)
O: -0.7838 5.0472 -1.8880
H: -0.8854 4.1486 -1.5743
O: 1.0290 4.0142 2.7531
Na: -0.7699 -0.8733 4.6576
Na: -3.1276 -3.6974 -2.6954
Na: -4.5606 -4.2633 2.2492
O: -1.3943 -1.1593 0.3730
Na: 0.5589 -5.1514 0.5008
Na: -4.3756 1.5778 1.3879
C: -0.4946 -0.4578 -0.1501
O: 3.3902 -4.9589 -2.2037
O: 0.5090 -0.9680 -0.6672
Na: 3.6584 1.4794 -0.1485
H: 0.7212 3.4152 2.0729
H: 3.1382 -4.0543 -2.0185
H: -1.6017 5.2343 -2.3489
H: 4.2143 -4.8848 -2.6849
O: -0.5450 0.7606 0.1098
H: 1.3192 4.7912 2.2752

Calculated values
net charge = +4
HOMO level = -15.32 eV

These are the Mulliken partial charges, in e, on atoms 1 to 2: -0.61, 0.29



Bottom line: model P, by a margin of 172.9 kJ/mol.



Model P:
Computed, not measured: a single C3H5FO3 molecule, with wB97M-V/def2-TZVPD.

Element x y z (Å)
H: -0.8266 1.3925 -1.0753
C: -0.3671 -1.3809 -0.7082
H: 0.3142 1.4953 1.1025
O: 1.4446 -0.7541 0.7024
H: -0.9517 0.4020 1.4686
C: -0.3767 0.8102 0.6681
F: 1.0086 0.5133 -1.1601
H: 1.8352 -0.0296 1.3453
O: -0.2742 -2.5246 -0.4580
O: -1.2620 1.4325 -0.1786
C: 0.4024 -0.2679 -0.0294
H: -0.9468 -1.0886 -1.6772

Calculated values
net charge = 0
HOMO level = -10.47 eV

These are the Mulliken partial charges, in e, on atoms 1 to 2: 0.34, -0.11



Model Q:
Computed, not measured: a 2-piece molecular cluster, C3H5FO3 overall, with wB97M-V/def2-TZVPD.

Element x y z (Å)
O: 2.7138 -0.0288 -1.4496
H: 2.4037 -0.9321 -1.9282
H: 0.8049 -0.0821 0.9414
C: 2.1619 0.4147 -0.3777
O: 1.1198 -0.3093 0.0660
O: 2.6174 1.4013 0.1306
H: -0.9095 0.9185 1.0872
F: -3.1588 -1.0482 -0.1905
C: -1.7873 0.2979 0.9971
C: -2.0382 -0.2892 -0.1054
H: -2.4289 -0.0017 1.8952
H: -1.4989 -0.3410 -1.0661

Calculated values
net charge = 0
HOMO level = -10.56 eV

These are the Mulliken partial charges, in e, on atoms 1 to 2: -0.48, 0.38



Bottom line: model Q, by a margin of 23.1 kJ/mol.



Model P:
Computed, not measured: a single C4H7N2OP molecule, with wB97M-V/def2-TZVPD.

Element x y z (Å)
H: 2.7379 -1.8255 -0.7207
C: 3.0609 -0.6946 -0.5513
H: -2.1854 2.0410 -0.8159
H: 3.4476 -0.5265 0.3863
P: -2.7612 0.7388 -0.5148
H: -0.1917 2.1032 0.6739
H: -3.3294 1.3375 0.5472
H: 3.7011 -0.2623 -1.2520
C: -0.1046 1.0867 0.3068
C: 1.8040 0.0465 -0.7929
H: -2.3238 -2.3191 0.9981
C: -1.2005 -1.0073 0.7860
N: -1.2477 0.2451 0.3756
N: 1.0178 0.5294 -0.0196
O: -2.4250 -1.4929 0.5933

Calculated values
net charge = 0
HOMO level = -7.28 eV

These are the Mulliken partial charges, in e, on atoms 1 to 2: 0.23, -0.73



Model Q:
Computed, not measured: a single C4H7N2OP molecule, with wB97M-V/def2-TZVPD.

Element x y z (Å)
H: -0.1497 -1.8686 1.1505
C: 1.4529 1.0186 0.0415
N: -1.1194 -1.5913 1.0972
H: -0.4503 0.0852 -2.1581
C: -0.1103 -0.3966 -1.2997
H: -1.5489 -1.3026 1.9646
P: -1.3292 -0.2533 0.0728
H: 0.8423 2.0520 1.6786
O: -2.7618 -0.0224 -0.2251
H: 2.4034 1.3664 0.2086
N: -0.7530 0.9988 1.0188
C: 0.4546 1.3685 0.9978
C: 1.2482 0.1636 -0.9701
H: 1.8383 -0.2143 -1.7902
H: -0.0171 -1.4040 -1.7872

Calculated values
net charge = 0
HOMO level = -9.81 eV

These are the Mulliken partial charges, in e, on atoms 1 to 2: 0.26, -0.42



Bottom line: model Q, by a margin of 542.1 kJ/mol.